#i
The following is a DFT calculation (ωB97M-V/def2-TZVPD) of one molecule with the formula C6H10.

The value obtained for the HOMO energy is -9.455 eV. Its SMILES is C=C1C[C@H]1CC. The calculation puts the HOMO-LUMO gap at 10.63 eV.

The geometry in XYZ format:
```
16
C6H10 (ωB97M-V/def2-TZVPD)
C 2.08744 0.10547 0.69370
C 0.86217 0.52607 0.45989
C 0.01961 1.53579 -0.18744
C -0.57415 0.50935 0.77720
C -1.37972 -0.61098 0.13416
C -0.51483 -1.18637 -1.00356
H 2.29213 -0.70119 1.39323
H 2.92816 0.55740 0.17627
H 0.22831 2.53136 0.18009
H -0.29790 1.49691 -1.23155
H -0.85367 0.84357 1.77384
H -1.59696 -1.38545 0.88047
H -2.36630 -0.24697 -0.20458
H 0.55443 -1.07471 -0.74308
H -0.69226 -0.65441 -1.94573
H -0.69646 -2.24582 -1.15292
```

natural (NBO) atomic charge list, values in e, 4 entries:
1 C -0.4118
2 C 0.0231
3 C -0.4664
4 C -0.2527

#ii
The following is a DFT calculation (ωB97M-V/def2-TZVPD) of one molecule with the formula C6H10.

The value obtained for the HOMO energy is -9.064 eV. Its SMILES is CCC#CCC. The calculation puts the HOMO-LUMO gap at 9.99 eV.

The geometry in XYZ format:
```
16
C6H10 (ωB97M-V/def2-TZVPD)
C -0.35799 -2.02353 -0.59432
C -1.34222 -0.87955 -0.36428
C -1.33846 -0.39486 1.10467
C -0.76539 0.68882 0.96526
C 0.20905 1.72259 0.68968
C 1.53217 1.16781 0.13730
H 0.53179 -1.93196 0.04104
H -0.81397 -2.99553 -0.38847
H -0.02691 -2.00029 -1.63715
H -1.05936 -0.00666 -0.98252
H -2.35334 -1.11309 -0.68857
H 0.36303 2.16466 1.67530
H -0.18845 2.50843 0.03554
H 1.43735 0.80065 -0.89164
H 2.29017 1.95587 0.14283
H 1.88256 0.33665 0.75533
```

natural (NBO) atomic charge list, values in e, 4 entries:
1 C -0.6093
2 C -0.3859
3 C -0.1685
4 C 0.1285

#iii
The following is a DFT calculation (ωB97M-V/def2-TZVPD) of one molecule with the formula C6H10.

The value obtained for the HOMO energy is -9.893 eV. Its SMILES is C#CCCCC. The calculation puts the HOMO-LUMO gap at 11.04 eV.

The geometry in XYZ format:
```
16
C6H10 (ωB97M-V/def2-TZVPD)
C -1.35273 -1.16878 -3.06976
C -0.59343 -0.56497 -2.35666
C 0.27226 0.20352 -1.45982
C 0.29782 -0.35017 -0.01448
C 0.17582 0.75874 1.02629
C 0.26950 0.23459 2.45585
H -2.03044 -1.67665 -3.71924
H -0.08126 1.24171 -1.46051
H 1.28658 0.23317 -1.87216
H 1.22596 -0.91311 0.14869
H -0.52354 -1.06353 0.12585
H -0.78563 1.26964 0.87650
H 0.95870 1.50893 0.84863
H -0.49902 -0.52470 2.64552
H 0.13341 1.04026 3.18427
H 1.24602 -0.22865 2.64102
```

natural (NBO) atomic charge list, values in e, 4 entries:
1 C -0.2555
2 C -0.0011
3 C -0.4834
4 C -0.3812

Computed relative energies in units of kcal/mol: #i 10.2; #ii 44.3; #iii 0.0